1.
# C21H66N2O11

A 11-piece molecular cluster, C21H66N2O11 overall (wB97M-V/def2-TZVPD, the Open Molecules 2025 dataset).

Computed properties:
LUMO level ... 0.007 hartree
Multiplicity ... 1
Charge ... 0
Energy relative to the best compared isomer or geometry (same formula, charge and spin) ... 1.152 eV
E ... -1776.620399 Ha

Last column: Löwdin charge in e.
Positions of all 100 atoms, in Å:
H  3.674258  -0.158360  1.809332  0.08
H  -3.235233  3.976392  -0.484462  0.08
C  3.092256  0.740884  1.609772  -0.16
H  -1.612475  -4.936925  -2.555041  0.08
H  1.896962  -1.735830  -0.193087  0.07
H  -0.213158  2.491507  2.139244  0.07
H  -1.228608  -0.944321  0.037710  0.08
C  4.871830  -3.210996  -0.808644  -0.11
C  -1.405588  1.459513  3.366908  -0.39
H  1.205458  2.977221  -4.212611  0.07
H  -0.821300  2.316651  -3.186205  0.12
O  -1.808426  4.037957  -3.361451  -0.07
O  -1.172154  3.725447  -0.733546  -0.17
C  -2.294264  4.467415  -0.234483  -0.10
N  6.157702  -5.024740  0.270726  0.01
C  1.721742  4.051599  0.166316  -0.15
H  -5.078807  0.552427  2.767785  0.08
H  -0.972566  -2.260139  3.263585  0.13
H  4.652083  -4.187762  1.253451  0.12
C  0.209596  -3.751168  2.152837  -0.06
H  -5.098140  1.609004  -2.009436  0.08
H  -1.753318  -0.336587  -1.474413  0.07
N  -0.376835  1.517773  2.364138  0.04
H  2.626884  -3.148504  0.663650  0.06
C  -2.283791  -3.777146  2.491645  -0.07
O  0.322790  -2.095052  -3.417570  -0.13
H  -1.115429  1.474706  -5.476757  0.06
C  -0.924007  -3.327383  3.049993  -0.43
H  -2.023935  -5.143762  -0.907762  0.07
H  -0.068307  -4.659524  1.617602  0.08
H  -5.373613  2.354924  2.493543  0.09
H  3.441041  1.174874  0.670652  0.09
H  3.655820  1.528506  3.289239  0.10
O  -4.705682  3.436291  -2.733731  -0.14
H  1.153985  -3.932551  2.666256  0.08
O  -0.903946  -4.132544  4.288640  -0.09
C  -1.178964  2.692401  4.332058  -0.04
O  -1.016467  1.149377  -0.350938  -0.17
H  0.610671  4.546934  -4.653681  0.08
O  2.897852  4.249416  0.933838  -0.12
H  0.375422  -2.947368  1.435072  0.06
C  -0.944860  -0.244148  -0.747413  -0.10
H  -1.801747  3.893674  -2.407981  0.03
H  -0.464813  -3.100706  -1.968971  0.02
H  -0.215438  2.657524  4.841449  0.07
H  0.165107  -0.076910  -4.032221  0.07
H  -1.264434  0.535914  3.928447  0.14
C  6.347749  -2.934820  1.355098  -0.06
C  -0.354557  -1.033907  -4.087956  -0.14
H  5.724004  -2.776443  -1.331561  0.12
H  1.201093  3.316933  0.784285  0.05
C  -1.479362  2.465987  -5.205522  -0.03
H  -5.875239  1.565045  3.992108  0.09
O  -3.816111  1.714367  3.725894  -0.20
H  0.433378  1.331219  2.942022  0.08
C  0.453987  3.726518  -3.952882  -0.05
C  -4.386744  2.039872  -2.712832  -0.15
C  -1.221669  -4.776442  -1.548822  -0.17
H  -2.507901  2.182380  -4.972870  0.06
H  -1.299304  -0.951322  -3.551904  0.08
H  -1.911063  2.753666  5.138060  0.07
H  2.226899  -3.248648  -0.990901  0.08
H  -0.700760  1.123636  0.562470  0.01
H  -0.550625  -1.244228  -5.139786  0.08
H  -2.166012  4.421892  0.848335  0.07
H  -3.381627  1.892615  -2.313587  0.06
C  -2.795283  1.509719  2.701614  -0.17
C  -0.928251  3.096342  -3.944081  -0.49
C  5.418359  -3.845271  0.554348  -0.45
H  1.135448  4.968840  0.187330  0.08
H  -0.054371  -0.472855  -1.332678  0.07
H  -1.588531  3.053885  -6.116973  0.08
O  3.095542  1.764650  2.546403  -0.11
O  -0.960608  -3.426346  -1.210323  -0.13
H  7.163397  -2.539759  0.749681  0.08
H  5.773115  -2.068358  1.686699  0.06
H  -4.219637  3.912973  -3.411825  0.06
O  3.970438  -2.093579  -0.428348  -0.21
H  -2.437437  -3.379849  1.486038  0.07
H  5.611608  -5.771070  -0.136645  0.07
H  2.996272  3.439338  1.441038  0.02
H  -1.185128  2.801604  -0.454347  0.02
H  4.383187  -3.841651  -1.551698  0.11
H  -2.239284  5.498652  -0.579499  0.09
H  1.117334  -2.344284  -3.895961  0.09
H  -3.115001  -3.503632  3.139746  0.08
H  6.689647  -3.363548  2.297127  0.08
H  -0.599917  -5.019826  4.082932  0.07
C  -5.133152  1.554811  3.194514  -0.09
H  6.544728  -5.358301  1.142553  0.07
H  0.828349  4.027524  -2.974439  0.06
C  2.618386  -2.550158  -0.248855  -0.11
H  1.825432  3.534655  -0.788108  0.07
H  -2.875363  2.311423  1.964824  0.11
H  -2.250531  -4.849971  2.299365  0.08
H  -0.402406  -5.488386  -1.435006  0.07
H  -2.849827  0.604593  2.093070  0.12
H  -1.285640  3.653263  3.827173  0.08
H  -4.426133  1.644466  -3.727930  0.07
H  2.063972  0.485880  1.349131  0.06

Forces on atoms 1 to 2 (eV/Å):
-0.0057 0.1460 0.3596
-0.1398 0.2764 -0.2531



2.
# C28H45BrCuN2P2

C28H45BrCuN2P2 as an isolated structure (wB97M-V/def2-TZVPD, the Open Molecules 2025 dataset).

Computed properties:
LUMO level (spin up / spin down) ... -0.238 / -0.339 hartree
Multiplicity ... 2
Charge ... +2
Energy relative to the best compared isomer or geometry (same formula, charge and spin) ... 0.305 eV
E ... -6099.990259 Ha

Last column: Löwdin charge in e.
Positions of all 79 atoms, in Å:
C  -0.651540  -2.985567  1.412891  -0.39
P  3.054806  -0.526763  0.584950  1.24
H  -3.091632  -1.715097  -1.270782  0.08
H  1.080724  -1.084123  1.791538  0.02
C  -1.898818  1.746849  -0.709171  -0.07
H  -3.526268  -0.736864  1.141782  0.06
C  -4.065863  2.984170  -0.561146  0.00
C  2.638439  3.092383  -2.597550  -0.73
C  0.761258  2.894645  -1.134473  -0.03
H  -1.624026  2.273874  0.216308  0.10
H  -3.006693  -3.305371  -0.490292  0.09
H  0.233357  3.162110  -0.221433  0.12
H  5.861597  0.298689  1.013070  0.08
H  2.130314  0.669217  -1.257675  0.05
H  4.074758  -0.746843  -2.153243  0.08
N  -5.475849  3.181566  -2.493483  0.08
H  -0.854053  -2.400731  2.322639  0.06
H  -0.056084  -2.997769  -3.549885  0.09
Cu  -0.499284  0.270575  0.094757  0.18
H  -2.447277  -4.199825  1.671804  0.07
C  -3.513030  1.810637  -2.610354  0.01
H  0.039755  -1.357024  -2.891825  0.03
C  1.941090  3.546877  -1.471875  -0.12
C  1.986152  -0.512822  2.054418  -0.40
C  -2.866109  -2.225206  -0.318546  -0.36
P  -1.067955  -1.924270  -0.023162  0.94
H  2.581223  -0.953711  -3.103555  0.08
C  -0.342426  -2.916610  -1.408160  -0.38
H  -4.829359  -1.666726  0.367649  0.09
H  1.230686  -0.845925  -0.950680  0.02
H  1.175699  0.324722  4.909061  0.05
H  -4.886024  2.177878  -4.233177  0.12
C  -0.963009  0.020935  4.597111  -0.18
H  -1.539155  -2.145843  -3.070496  0.08
C  3.875617  1.123099  0.730230  -0.33
H  3.325064  -0.387932  3.779163  0.09
H  3.777604  1.442078  1.777578  0.09
H  -1.317445  -4.839541  0.466213  0.07
Br  4.320664  3.778396  -2.936394  0.84
H  2.318409  4.360623  -0.848156  0.12
H  0.198846  0.534647  6.363341  0.10
C  0.237909  1.886312  -1.966266  -0.24
H  1.700782  0.534083  2.226507  0.09
H  -0.814762  -3.914431  -1.391715  0.09
H  3.330262  -1.970687  2.966296  0.08
N  -0.923461  0.406983  2.013308  0.15
C  5.346830  0.994201  0.338384  -0.13
C  0.860324  1.582907  -3.190722  -0.03
C  -5.186151  3.497098  -1.226761  -0.11
H  5.461854  0.616972  -0.685457  0.07
C  -0.929952  1.103477  -1.541394  -0.24
H  3.353329  1.858226  0.100982  0.08
H  2.577164  1.949307  -4.439918  0.12
H  -0.925150  -1.068776  4.770476  0.14
H  -1.294603  0.376335  -2.271902  0.09
H  -3.855121  3.273086  0.464833  0.11
C  -3.810945  -1.733802  0.775633  -0.13
H  0.437325  -3.158798  1.375285  0.08
H  -0.945789  -4.991645  2.181142  0.09
H  0.200778  1.789234  5.125262  0.09
C  2.065449  2.193712  -3.513058  -0.10
C  -0.487020  -2.313125  -2.804118  -0.13
H  0.724207  -3.062211  -1.172424  0.08
H  3.063824  -2.206564  -1.930443  0.09
H  0.427690  0.823498  -3.842286  0.13
H  -5.859289  4.189078  -0.721192  0.12
C  2.689535  -1.127654  3.269317  -0.12
C  -4.657847  2.382295  -3.178192  -0.11
C  2.238936  -0.396790  -1.034947  -0.38
H  5.840804  1.968589  0.407850  0.09
C  0.220585  0.708093  5.282202  -0.06
H  -3.855879  -2.417393  1.633515  0.07
C  3.040208  -1.120287  -2.118789  -0.11
H  -1.907893  0.398528  5.013684  0.14
C  -0.971968  0.236777  3.165836  -0.11
C  -1.384743  -4.324449  1.430485  -0.13
C  -3.180680  2.121091  -1.255232  -0.20
H  1.949556  -1.504588  3.988841  0.08
H  -2.860256  1.201936  -3.234030  0.11

Forces on atoms 1 to 2 (eV/Å):
0.0648 -0.0295 0.0926
-0.4498 2.7514 0.0809



3.
# C36H28INO8

A 3-piece molecular cluster, C36H28INO8 overall (wB97M-V/def2-TZVPD, the Open Molecules 2025 dataset).

Computed properties:
LUMO level ... -0.049 hartree
Multiplicity ... 1
Charge ... 0
E ... -2342.862154 Ha

Last column: Löwdin charge in e.
Positions of all 74 atoms, in Å:
H  1.292466  -0.358910  -9.730899  0.12
C  0.357663  2.655644  1.940813  -0.21
O  -0.861943  -1.634177  -9.777794  0.10
O  -1.485703  0.016563  -4.738519  0.08
C  -4.519018  -2.321308  -6.436599  -0.06
H  -0.515047  -1.108179  -0.903571  0.14
O  -0.678221  1.918929  2.713820  -0.08
O  2.005627  -1.070735  9.680678  0.09
C  4.282046  2.396179  9.090300  -0.06
H  0.197016  3.815123  1.944791  0.07
C  -1.357915  -0.337315  -5.904981  -0.27
H  1.141406  2.106953  -0.061212  0.10
I  -0.773300  3.971421  -0.522967  0.83
O  2.737936  -0.576657  0.160873  -0.04
C  4.362193  2.916946  7.799078  -0.06
C  -1.018434  -1.232762  -8.631234  -0.28
C  -0.000409  -0.372782  -7.993947  -0.08
C  3.524131  1.250173  9.335409  0.01
C  0.046761  2.162397  0.392998  -0.59
C  2.842643  0.622229  8.284413  -0.08
H  0.736908  -0.920378  4.099388  0.09
C  2.087415  0.846704  -8.133872  -0.06
C  -3.526760  -1.552667  -5.826306  0.01
C  -0.914393  0.601225  2.044400  -0.16
H  0.619150  0.391589  -1.341235  0.15
H  3.182404  -1.482139  0.000216  0.14
H  1.363208  2.295592  2.420364  0.14
C  0.049412  -3.123449  6.597567  -0.06
H  -2.149877  -0.148853  -2.008850  0.10
C  1.390180  -1.283961  7.424805  -0.09
O  -1.184193  -0.482255  2.785254  0.01
H  4.813696  2.880028  9.906789  0.11
H  -0.470900  -4.062522  6.772489  0.11
C  -2.384963  -1.180434  -6.548162  -0.08
C  1.414151  -0.726607  6.146950  -0.08
H  -5.406651  -2.605965  -5.875802  0.11
C  -3.231262  -2.361269  -8.482248  0.01
H  -2.759374  -0.022319  0.502251  0.14
O  1.140070  -1.884443  1.407640  0.00
C  1.322339  -0.960883  0.460240  -0.25
H  -5.153047  -3.310064  -8.244179  0.11
C  -2.231016  -1.594474  -7.870386  -0.08
C  0.770559  0.933367  -6.109182  0.01
C  0.052760  -2.553212  5.324843  -0.04
C  3.672029  2.300890  6.752911  0.00
C  -0.177457  0.080400  -6.687268  -0.09
C  0.156831  -0.247673  -0.445194  -0.03
H  3.737313  2.715718  5.748291  0.12
C  0.734007  -1.356743  5.096693  0.01
C  2.168088  0.516998  5.887910  -0.27
H  -2.278767  1.760393  -2.030831  0.08
H  -0.471078  -3.043633  4.507282  0.11
C  1.898047  1.319741  -6.835649  -0.06
H  -4.727426  0.814373  -0.557599  0.08
N  -2.314466  0.824310  0.039010  -0.04
H  -3.125286  -2.678573  -9.518439  0.12
H  -4.484321  -0.415161  -2.044379  0.08
H  0.631954  1.302446  -5.094309  0.12
H  0.700415  -2.936378  8.641278  0.12
H  3.470199  0.846527  10.345135  0.12
C  -4.375203  -2.719042  -7.765509  -0.05
C  2.072820  -0.609746  8.547025  -0.28
H  2.629573  1.988305  -6.387240  0.11
C  0.711675  -2.488020  7.649186  0.00
H  -3.648219  -1.241706  -4.789999  0.11
C  2.905910  1.153610  6.997154  -0.08
C  1.140723  0.001953  -8.715128  0.01
C  -0.842631  0.761774  0.381034  -0.33
H  2.970697  1.140413  -8.696786  0.11
H  -4.592540  1.426447  -2.430546  0.08
O  2.186704  1.009154  4.766455  0.09
H  4.960701  3.804673  7.606202  0.11
C  -4.240126  0.666733  -1.611903  -0.10
C  -2.579881  0.789475  -1.449207  -0.27

Forces on atoms 1 to 2 (eV/Å):
-0.2050 0.0102 0.2592
-0.9283 -1.0095 -0.3944



4.
# CH7O5

A 4-piece molecular cluster, CH7O5 overall (wB97M-V/def2-TZVPD, the Open Molecules 2025 dataset).

Computed properties:
LUMO level (spin up / spin down) ... 0.000 / -0.201 hartree
Multiplicity ... 2
Charge ... 0
Energy relative to the best compared isomer or geometry (same formula, charge and spin) ... 0.607 eV
E ... -418.383715 Ha

Last column: natural (NBO) charge in e.
Positions of all 13 atoms, in Å:
O  -0.873297  -1.984168  2.195668  -0.99
H  2.011987  3.286165  -0.847490  0.45
H  -2.844853  -1.821680  0.513627  0.47
H  -0.073663  -2.491975  2.405906  0.46
C  0.629539  0.053041  -0.431297  0.58
H  2.100644  2.835116  -2.183820  0.46
H  1.452878  0.474881  0.231064  0.25
O  2.604585  3.425709  -1.602076  -0.91
H  -1.990079  -0.950552  -0.193898  0.46
O  0.661434  0.299511  -1.638006  -0.19
H  -0.628465  -1.268107  1.519810  0.48
O  -0.120791  -0.644790  0.273080  -0.61
O  -2.929918  -1.213150  -0.242566  -0.94

Forces on atoms 1 to 2 (eV/Å):
0.1214 0.6964 -0.4581
0.5253 0.6991 0.4535